[1]
Molecular formula: C5H12O4
Method: DFT, ωB97M-V/def2-TZVPD

```
! wB97M-V def2-TZVPD RIJCOSX def2/J DEFGRID3
* xyz 0 1
C 0.74840 1.97180 -0.30664
C 0.84384 0.55886 0.26252
O 0.92998 0.68949 1.65301
O 1.98352 -0.10952 -0.24352
C -0.41124 -0.33102 -0.24226
C -1.74830 0.31948 0.07425
O -0.30210 -0.51408 -1.63081
C -0.26633 -1.67683 0.46484
O -1.23264 -2.59445 -0.10541
H 1.68668 2.49721 -0.13393
H -0.04178 2.51542 0.19993
H 0.54340 1.92598 -1.37240
H 1.08896 -0.17487 2.04944
H 2.76339 0.43296 -0.07384
H -1.94798 1.11708 -0.63516
H -2.53380 -0.42751 -0.01079
H -1.73355 0.71501 1.08593
H 0.61462 -0.75952 -1.81862
H 0.74383 -2.08582 0.32484
H -0.52187 -1.61153 1.52328
H -1.20702 -2.45813 -1.06466
*
```

As for the LUMO energy: 0.0206 hartree. The calculation puts the frontier orbital gap at 10.4223 eV. Its molar mass is 136.15 u. As for the SMILES: CC(O)(O)[C@@](C)(O)CO. As for the total energy: -498.675162 Eh. For the energy above the lowest of the compared OMol25 structures with the same formula, charge and spin, the calculation gives 48.55 kJ/mol.

These are the Mulliken partial charges, in e, on atoms 1 to 5: C -1.53; C 0.72; O -0.56; O -0.59; C 1.38

---

[2]
Molecular formula: C5H12O4
Method: DFT, ωB97M-V/def2-TZVPD

```
! wB97M-V def2-TZVPD RIJCOSX def2/J DEFGRID3
* xyz 0 1
C 1.74097 -0.36451 0.54735
C 1.48635 0.13086 1.75400
C 0.41591 1.16677 1.98258
C -0.60835 1.40802 0.87502
C -1.33079 0.10440 0.44290
O -1.50425 -0.25001 -0.68050
O -1.80780 -0.59421 1.49723
H 1.52590 0.21685 -0.33569
H 2.31535 -1.26899 0.42049
H 1.77368 -0.34810 2.68093
H 0.89455 2.14831 2.17711
H -0.16426 1.08874 2.90473
H -0.14193 1.76622 -0.05267
H -1.34141 2.18275 1.11094
H -1.86909 -0.07775 2.28115
O 1.38250 -1.65373 -2.07848
H 1.37637 -0.99522 -2.78528
H 1.01903 -1.15519 -1.34115
O 0.07187 0.39478 -3.24970
H -0.36763 0.78935 -2.48601
H -0.40692 -0.36682 -3.61974
*
```

As for the LUMO energy: 0.0135 hartree. The calculation puts the frontier orbital gap at 10.5280 eV. Its molar mass is 136.15 u. As for the SMILES: C=CCCC(=O)O.O.O. As for the total energy: -498.641835 Eh. For the energy above the lowest of the compared OMol25 structures with the same formula, charge and spin, the calculation gives 136.05 kJ/mol.

These are the Mulliken partial charges, in e, on atoms 1 to 5: C -0.83; C -0.35; C -0.54; C -0.86; C 0.67

---

[3]
Molecular formula: C5H12O4S3
Method: DFT, ωB97M-V/def2-TZVPD

```
! wB97M-V def2-TZVPD RIJCOSX def2/J DEFGRID3
* xyz 0 1
C -1.46097 -0.33679 2.14141
C -0.20049 -2.13227 -1.35869
C -1.71011 2.09782 0.10970
C 3.60287 0.36196 -0.50074
C -1.30654 -0.69012 0.72303
O -0.43981 0.44092 -1.43518
O -2.84497 0.05226 -1.14376
O 1.32638 -0.77193 0.22840
O 1.38740 1.86217 -0.15144
S -0.00278 -1.63497 0.37574
S -1.59856 0.40897 -0.55095
S 1.73306 0.61495 -0.79798
H -2.56840 -0.44370 2.44814
H -0.90159 0.52803 2.38251
H -1.13172 -1.24389 2.69469
H 0.84822 -1.97938 -1.64629
H -0.81031 -1.60083 -1.97897
H -0.54955 -3.24559 -1.16083
H -0.73517 2.40291 0.16521
H -2.32618 2.54998 -0.52965
H -2.13355 2.23772 1.15840
H 4.39045 0.87242 -1.05259
H 3.68061 0.33260 0.57443
H 3.75169 -0.68323 -0.69460
*
```

As for the LUMO energy: 0.0163 hartree. The calculation puts the frontier orbital gap at 8.9460 eV. Its molar mass is 232.35 u. As for the total energy: -1693.028744 Eh. For the energy above the lowest of the compared OMol25 structures with the same formula, charge and spin, the calculation gives 378.78 kJ/mol.

These are the Mulliken partial charges, in e, on atoms 1 to 5: C -1.33; C -1.00; C -1.20; C -1.01; C 0.31

---

[4]
Molecular formula: C5H12OP2
Method: DFT, ωB97M-V/def2-TZVPD

```
! wB97M-V def2-TZVPD RIJCOSX def2/J DEFGRID3
* xyz 0 1
C 2.73923 0.89131 -0.44161
P 1.47163 -0.45698 -0.51188
C 1.88196 -1.39175 1.03364
C 0.12421 0.49958 0.28111
O 0.17386 1.66892 0.50822
P -1.86004 -0.45331 0.60278
C -1.87317 -1.10601 -1.13238
C -2.82517 1.10444 0.37603
H 2.86718 1.26630 0.57406
H 2.39728 1.70716 -1.07898
H 3.68571 0.51583 -0.82597
H 2.74495 -2.02732 0.84237
H 1.02870 -2.01692 1.29051
H 2.10377 -0.71076 1.85536
H -1.08620 -1.85175 -1.22443
H -1.70248 -0.30991 -1.85567
H -2.83347 -1.58065 -1.33092
H -3.32173 1.11975 -0.59172
H -2.14755 1.95405 0.46156
H -3.56866 1.17803 1.16792
*
```

As for the LUMO energy: 0.0298 hartree. The calculation puts the frontier orbital gap at 8.7727 eV. Its molar mass is 150.10 u. As for the SMILES: CP(C)C(=O)P(C)C. As for the total energy: -955.618143 Eh. For the energy above the lowest of the compared OMol25 structures with the same formula, charge and spin, the calculation gives 90.93 kJ/mol.

These are the Mulliken partial charges, in e, on atoms 1 to 5: C -1.03; P 0.10; C -1.03; C 0.30; O -0.45

---

[5]
Molecular formula: C5H12OS
Method: DFT, ωB97M-V/def2-TZVPD

```
! wB97M-V def2-TZVPD RIJCOSX def2/J DEFGRID3
* xyz -1 2
C 1.38345 1.46491 0.00835
O 2.56291 1.09239 0.84275
C 1.26163 0.45870 -1.09696
C 0.74770 -0.89147 -0.65577
C -0.53865 -0.77917 0.26352
S -1.88257 0.23590 -0.46435
C -2.92378 -0.60369 0.93582
H 1.59026 2.48067 -0.28398
H 0.58681 1.41109 0.71753
H 3.15880 0.79397 0.11439
H 0.59270 0.91849 -1.85002
H 2.20608 0.32049 -1.64950
H 1.52821 -1.34669 -0.07912
H 0.28398 -1.44537 -1.48042
H -0.30507 -0.20457 1.01870
H -0.91467 -1.82327 0.37001
H -2.46216 -0.22116 1.86371
H -3.96398 -0.22753 0.86797
H -2.91167 -1.63368 0.55738
*
```

The expectation value of S² is 0.75. As for the LUMO energy (alpha / beta): 0.1162 / 0.1150 hartree. The calculation puts the frontier orbital gap (alpha / beta) at 2.0631 / 7.9213 eV. Its molar mass is 120.22 u. As for the total energy: -671.021434 Eh. For the energy above the lowest of the compared OMol25 structures with the same formula, charge and spin, the calculation gives 162.55 kJ/mol.

These are the Mulliken partial charges, in e, on atoms 1 to 5: C -0.47; O -0.48; C -0.65; C -0.43; C -1.33

---

[6]
Molecular formula: C5H12OS
Method: DFT, ωB97M-V/def2-TZVPD

```
! wB97M-V def2-TZVPD RIJCOSX def2/J DEFGRID3
* xyz -1 2
C 0.85163 0.45104 2.15466
C -0.15657 -0.35396 2.97471
S -1.69695 -0.91976 2.09862
H 0.32605 1.30015 1.71876
H 1.31120 -0.16839 1.37189
H 1.69892 0.77094 2.79648
H 0.32566 -1.22398 3.39841
H -0.51038 0.27476 3.77995
H -1.57314 -2.22950 2.40178
C 0.53682 0.77577 -2.11373
O 1.46982 1.05824 -3.19479
C -0.62949 -0.02287 -2.62638
C -1.31358 -0.96454 -1.95568
H 0.19674 1.78058 -1.77209
H 1.04761 0.18927 -1.23380
H 2.17496 1.63985 -2.86708
H -0.86543 0.23357 -3.66921
H -2.15097 -1.51318 -2.34956
H -1.04289 -1.07802 -0.91296
*
```

The expectation value of S² is 0.75. As for the LUMO energy (alpha / beta): 0.1093 / 0.1048 hartree. The calculation puts the frontier orbital gap (alpha / beta) at 1.9349 / 8.0280 eV. Its molar mass is 120.22 u. As for the total energy: -671.033478 Eh. For the energy above the lowest of the compared OMol25 structures with the same formula, charge and spin, the calculation gives 130.92 kJ/mol.

These are the Mulliken partial charges, in e, on atoms 1 to 5: C -1.63; C -1.73; S -0.19; H 0.53; H 0.35

---

[7]
Molecular formula: C5H12Si
Method: DFT, ωB97M-V/def2-TZVPD

```
! wB97M-V def2-TZVPD RIJCOSX def2/J DEFGRID3
* xyz 0 1
C -1.55713 1.45611 -0.93385
C -1.07297 0.95164 0.10256
C -1.70919 -1.49833 -0.44122
C 3.11231 0.31645 0.73081
C -1.05429 -0.49682 0.59859
Si 2.16044 -0.94325 -0.34584
H -1.53047 2.54858 -1.03556
H -1.96424 0.77769 -1.70198
H -0.77953 1.58470 0.89653
H -2.39268 -2.22153 0.08941
H -0.99998 -2.06967 -0.89426
H -2.15542 -0.91030 -1.16325
H 4.26536 0.32075 0.29289
H 2.77155 1.44958 0.76004
H 2.98334 -0.03140 1.74541
H 0.05746 -0.72848 0.73323
H -1.44296 -0.58554 1.68731
H 1.30841 0.07980 -1.12083
*
```

As for the LUMO energy: -0.0144 hartree. The calculation puts the frontier orbital gap at 7.8638 eV. Its molar mass is 100.24 u. As for the total energy: -487.038281 Eh. For the energy above the lowest of the compared OMol25 structures with the same formula, charge and spin, the calculation gives 361.21 kJ/mol.

These are the Mulliken partial charges, in e, on atoms 1 to 5: C -0.64; C -0.20; C -0.99; C -0.86; C 0.20

---

[8]
Molecular formula: C5H12Si
Method: DFT, ωB97M-V/def2-TZVPD

```
! wB97M-V def2-TZVPD RIJCOSX def2/J DEFGRID3
* xyz 0 1
C 0.20811 0.20450 1.65075
C -1.00636 -0.17059 1.37767
C 0.71618 1.61110 1.50188
C -1.76716 -1.36183 0.97934
C 1.12954 -0.62999 -1.73580
Si -0.11466 0.68787 -2.26031
H 0.86890 -0.65373 1.74047
H 0.77458 2.08911 2.41662
H 1.72536 1.69738 1.23935
H 0.13099 2.26760 0.79514
H -2.26072 -1.32760 -0.06519
H -1.07837 -2.18336 0.95537
H -2.36071 -1.62704 1.81992
H 1.50646 -1.24845 -2.63923
H 2.03635 -0.26444 -1.07919
H 0.68327 -1.34176 -1.09636
H -0.01842 2.19571 -2.50214
H -1.17334 0.05551 -3.09829
*
```

As for the LUMO energy (alpha / beta): -0.0046 / 0.0102 hartree. The calculation puts the frontier orbital gap (alpha / beta) at 7.7731 / 7.0491 eV. Its molar mass is 100.24 u. As for the total energy: -486.979655 Eh. For the energy above the lowest of the compared OMol25 structures with the same formula, charge and spin, the calculation gives 515.13 kJ/mol.

These are the Mulliken partial charges, in e, on atoms 1 to 5: C 0.09; C -0.16; C -1.31; C -0.98; C -0.75

---

What did the eighth record say?
Molecular formula: C5H12Si
Method: DFT, ωB97M-V/def2-TZVPD

```
! wB97M-V def2-TZVPD RIJCOSX def2/J DEFGRID3
* xyz 0 1
C 0.20811 0.20450 1.65075
C -1.00636 -0.17059 1.37767
C 0.71618 1.61110 1.50188
C -1.76716 -1.36183 0.97934
C 1.12954 -0.62999 -1.73580
Si -0.11466 0.68787 -2.26031
H 0.86890 -0.65373 1.74047
H 0.77458 2.08911 2.41662
H 1.72536 1.69738 1.23935
H 0.13099 2.26760 0.79514
H -2.26072 -1.32760 -0.06519
H -1.07837 -2.18336 0.95537
H -2.36071 -1.62704 1.81992
H 1.50646 -1.24845 -2.63923
H 2.03635 -0.26444 -1.07919
H 0.68327 -1.34176 -1.09636
H -0.01842 2.19571 -2.50214
H -1.17334 0.05551 -3.09829
*
```

As for the LUMO energy (alpha / beta): -0.0046 / 0.0102 hartree. The calculation puts the frontier orbital gap (alpha / beta) at 7.7731 / 7.0491 eV. Its molar mass is 100.24 u. As for the total energy: -486.979655 Eh. For the energy above the lowest of the compared OMol25 structures with the same formula, charge and spin, the calculation gives 515.13 kJ/mol.

These are the Mulliken partial charges, in e, on atoms 1 to 5: C 0.09; C -0.16; C -1.31; C -0.98; C -0.75

---

energy above the lowest of the compared OMol25 structures with the same formula, charge and spin of number 5 (C5H12OS)?
162.55 kJ/mol

---

Which of these has the lowest total energy?
C5H12O4S3

---

Which value of total energy does entry 8 give?
-486.979655 Eh